101
Properties=species:S:1:pos:R:3:mulliken_charge:R:1 method="wB97M-V/def2-TZVPD" multiplicity=1 lumo_ev=2.251 gap_ev=8.67 largest_force_ev_per_a=11.79 total_energy_ha=-2788.87017 total_charge=-1 mol_weight_da=649.6
N 2.7602 -2.3612 0.6291 -0.605
C 2.1725 -2.1615 -0.5313 0.464
O 1.5245 -1.6888 -1.7466 -0.377
P 1.5496 0.0334 -1.9543 1.006
C 3.3416 0.2433 -1.3042 -1.195
C 4.0292 1.6908 -1.7956 -0.113
C 5.3108 1.9030 -0.7412 -0.003
O 5.7471 3.3131 -0.8343 -0.553
C 0.7459 0.3933 -0.2452 -0.999
C -0.6468 -0.4134 0.0551 0.480
C -1.9878 0.5603 0.1703 -0.537
C -3.1737 0.0848 -0.9080 -0.056
N -4.0353 1.2615 -1.3059 -0.402
O -0.0717 0.0690 -2.6801 -0.737
B -0.3862 1.4761 -3.1172 0.581
O -0.0885 1.9116 -4.5276 -0.544
O -1.0316 2.4920 -2.2630 -0.521
S 2.2723 -0.3528 -3.9759 1.135
O 3.3474 -1.5086 -4.0101 -0.656
O 2.7876 0.9468 -4.6860 -0.614
F 0.9988 -0.9459 -5.0206 -0.362
H 1.5568 1.4783 -2.1769 -0.105
H 3.4552 0.2595 -0.1422 0.320
H 4.1069 -0.5707 -1.7088 0.414
H 3.3305 2.6111 -1.6202 0.234
H 4.5153 1.6254 -2.8572 0.145
H 6.2098 1.1718 -1.0201 -0.047
H 4.9844 1.7237 0.3916 0.245
H 4.9150 3.8348 -0.5517 0.341
H 0.4603 1.5532 -0.2338 0.260
H 1.4515 0.2374 0.6714 0.463
H -0.8268 -1.3601 -0.6449 0.184
H -0.5309 -0.8834 1.1473 -0.545
H -1.7484 1.7036 0.1154 0.301
H -2.4850 0.3887 1.2422 0.247
H -3.8911 -0.6632 -0.3155 0.082
H -2.7329 -0.5357 -1.7962 0.005
H -3.5750 2.1607 -1.0453 0.233
H -4.3356 1.2340 -2.3047 0.193
H 0.0190 2.9075 -4.4282 0.281
H -0.3778 2.9866 -1.6879 0.345
C -2.1487 -3.1659 4.3122 -1.515
C -1.0012 -2.4135 3.6574 0.728
C 0.3455 -2.9727 4.0877 -1.391
O -1.0760 -1.0354 4.0137 -0.424
H -2.1020 -3.0793 5.4036 0.342
H -3.1113 -2.7447 4.0029 0.351
H -2.1285 -4.2270 4.0447 0.399
H -1.0945 -2.4757 2.5677 0.254
H 0.4805 -2.8792 5.1711 0.350
H 1.1621 -2.4137 3.6184 0.308
H 0.4405 -4.0280 3.8135 0.404
H -0.9940 -0.9704 4.9796 0.221
C -7.8531 2.8445 -2.6056 -1.099
C -8.2851 2.9881 -1.1549 0.336
C -7.7774 4.2879 -0.5514 -1.169
O -7.7806 1.8887 -0.4011 -0.552
H -6.7606 2.8292 -2.6895 0.230
H -8.2150 1.8989 -3.0232 0.301
H -8.2388 3.6673 -3.2155 0.364
H -9.3781 2.9549 -1.0914 0.285
H -6.6823 4.3237 -0.5625 0.283
H -8.0853 4.3719 0.4963 0.307
H -8.1608 5.1540 -1.0998 0.352
H -6.8106 1.9101 -0.4518 0.339
C -3.9849 -3.4815 -4.0442 -1.335
C -3.1372 -3.8039 -2.8239 0.676
C -3.2365 -5.2749 -2.4530 -1.453
O -3.5720 -3.0090 -1.7237 -0.434
H -5.0434 -3.6908 -3.8525 0.341
H -3.9135 -2.4170 -4.2922 0.314
H -3.6649 -4.0657 -4.9126 0.390
H -2.0918 -3.5441 -3.0230 0.162
H -4.2683 -5.5478 -2.2049 0.353
H -2.6312 -5.4898 -1.5658 0.340
H -2.8941 -5.9129 -3.2737 0.385
H -4.4994 -3.2329 -1.5397 0.279
C 0.3125 2.8438 8.1666 -1.358
C -0.0764 1.6338 7.3321 0.440
C -0.5451 2.0444 5.9453 -0.880
O -1.1199 0.9212 7.9915 -0.560
H -0.5422 3.5154 8.3053 0.333
H 0.6360 2.5340 9.1662 0.329
H 1.1246 3.4048 7.6938 0.358
H 0.7796 0.9558 7.2457 0.316
H -1.4302 2.6876 6.0053 0.338
H -0.8334 1.1645 5.3603 0.056
H 0.2413 2.5815 5.4059 0.335
H -1.8842 1.5155 8.0727 0.352
C 9.1484 -1.9283 -1.1489 -1.282
C 8.8249 -1.0056 -2.3132 0.362
C 10.0900 -0.5032 -2.9904 -1.293
O 8.0698 0.1063 -1.8387 -0.513
H 9.7324 -1.4042 -0.3840 0.340
H 8.2288 -2.2723 -0.6634 0.319
H 9.7158 -2.8023 -1.4838 0.384
H 8.2033 -1.5368 -3.0421 0.271
H 10.7073 0.0714 -2.2908 0.341
H 9.8422 0.1694 -3.8185 0.312
H 10.6857 -1.3344 -3.3805 0.379
H 8.6140 0.5839 -1.1909 0.310

=====

93
Properties=species:S:1:pos:R:3:mulliken_charge:R:1 method="wB97M-V/def2-TZVPD" multiplicity=1 lumo_ev=-2.839 gap_ev=7.33 largest_force_ev_per_a=0.22 total_energy_ha=-1561.99019 total_charge=+1 mol_weight_da=486.8
C -0.4623 2.9695 -1.1637 -1.387
C -1.7577 2.1843 -1.0070 0.255
C -2.6528 2.8122 0.0463 -0.480
O -3.8163 2.0278 0.3669 -0.451
C -4.9572 2.0986 -0.3791 -0.045
C -5.4264 3.4259 -0.9555 -0.647
C -4.8383 3.5239 -2.3603 -0.271
C -4.9307 2.1015 -2.9062 -0.824
N -4.8053 1.2151 -1.6812 -0.166
H 0.0680 3.0428 -0.2126 0.360
H -0.6521 3.9852 -1.5164 0.394
H 0.2085 2.4798 -1.8679 0.271
H -1.5477 1.1522 -0.7107 0.319
H -2.2596 2.1533 -1.9831 -0.161
H -2.9530 3.8293 -0.2210 0.239
H -2.1151 2.8721 0.9914 0.445
H -5.7228 1.5941 0.2079 0.453
H -6.5211 3.4046 -0.9572 0.215
H -5.1235 4.2505 -0.3108 0.432
H -3.7908 3.8256 -2.3232 0.175
H -5.3631 4.2302 -3.0001 0.466
H -4.1396 1.8547 -3.6095 0.349
H -5.8924 1.8673 -3.3555 0.395
H -5.5360 0.5055 -1.6698 0.412
H -3.9104 0.7263 -1.6474 0.305
C 4.4630 -1.1022 -1.4393 -1.392
C 4.4909 0.4173 -1.3403 0.572
C 3.1512 1.0296 -0.9207 -0.803
O 2.1355 0.9879 -1.9149 -0.390
C 1.4207 -0.2267 -2.0002 -0.679
N 5.0203 0.9742 -2.5819 -0.721
H 3.9813 -1.4278 -2.3624 0.238
H 5.4794 -1.4939 -1.4552 0.407
H 3.9281 -1.5563 -0.6034 0.165
H 5.1921 0.6918 -0.5441 0.406
H 3.3039 2.0914 -0.7132 0.379
H 2.7846 0.5494 -0.0031 0.400
H 1.2918 -0.6822 -1.0115 0.273
H 1.9072 -0.9569 -2.6495 0.261
H 0.4382 0.0028 -2.4194 0.301
H 5.1952 1.9683 -2.4864 0.277
H 4.3307 0.8729 -3.3197 0.296
C -8.8737 6.1722 -0.8226 -1.497
C -9.6160 4.8447 -0.8974 0.273
C -11.0049 4.8638 -0.2540 -0.707
O -10.9754 4.9085 1.1574 -0.363
C -10.9806 6.2019 1.7356 -0.618
N -8.7663 3.7867 -0.3263 -0.543
H -8.4911 6.3513 0.1833 0.333
H -8.0226 6.1692 -1.5043 0.283
H -9.5230 7.0060 -1.0911 0.394
H -9.7717 4.5987 -1.9532 0.317
H -11.5151 3.9319 -0.5114 0.359
H -11.6000 5.6946 -0.6524 0.418
H -11.6224 6.8826 1.1677 0.304
H -9.9798 6.6363 1.7954 0.221
H -11.3795 6.1019 2.7430 0.252
H -9.2165 2.8877 -0.4772 0.260
H -8.7734 3.9095 0.6844 0.272
C 3.1802 -6.3533 1.9631 -1.656
C 4.1982 -5.3257 1.4828 0.776
C 3.6569 -3.9034 1.3629 -0.528
O 2.8076 -3.6765 0.2482 -0.289
C 1.4559 -4.0387 0.4221 -0.811
N 4.8205 -5.8004 0.2465 -0.648
H 2.4914 -6.6308 1.1634 0.317
H 3.6916 -7.2620 2.2773 0.417
H 2.5967 -5.9746 2.8042 0.331
H 4.9983 -5.2632 2.2287 0.095
H 4.5107 -3.2370 1.2167 0.121
H 3.1462 -3.6008 2.2872 0.479
H 1.1227 -3.8475 1.4485 0.385
H 1.2706 -5.0910 0.1924 0.268
H 0.8645 -3.4273 -0.2612 0.227
H 5.5945 -5.1933 -0.0035 0.207
H 4.1528 -5.7243 -0.5150 0.320
C 10.1048 -4.8510 2.5612 -1.489
C 8.9847 -4.9110 1.5288 0.288
C 8.0963 -3.6631 1.4978 -0.571
O 7.2021 -3.5448 2.5896 -0.257
C 7.7287 -2.9699 3.7687 -0.799
N 8.2308 -6.1492 1.7133 -0.660
H 9.7214 -5.0354 3.5654 0.298
H 10.8427 -5.6233 2.3503 0.369
H 10.6041 -3.8805 2.5568 0.346
H 9.4463 -4.9636 0.5363 0.378
H 7.4580 -3.7253 0.6112 0.181
H 8.7044 -2.7526 1.4106 0.492
H 8.4527 -2.1826 3.5336 0.352
H 8.2159 -3.7078 4.4096 0.245
H 6.8950 -2.5301 4.3150 0.243
H 7.5826 -6.3042 0.9481 0.257
H 7.6660 -6.0753 2.5537 0.316